{"formula": "C5H10O3Tl", "method": "wB97M-V/def2-TZVPD", "elements": ["O", "C", "C", "O", "C", "C", "O", "C", "Tl", "H", "H", "H", "H", "H", "H", "H", "H", "H", "H"], "xyz": [[-1.92, -1.74, 1.19], [-2.64, -0.76, 0.50], [-1.74, 0.22, -0.23], [-0.96, 0.91, 0.80], [0.23, 1.55, 0.29], [0.89, 0.48, -0.56], [1.71, -0.29, 0.37], [2.76, -1.00, -0.27], [-0.12, -1.09, 1.02], [-3.29, -0.20, 1.21], [-3.31, -1.21, -0.26], [-2.33, 0.97, -0.77], [0.81, 2.12, 1.03], [-0.12, 2.32, -0.42], [1.53, 0.93, -1.33], [3.57, -0.30, -0.53], [3.12, -1.77, 0.42], [2.41, -1.49, -1.20], [-0.59, 0.36, -1.27]], "charge": 1, "spin_multiplicity": 1, "gap_ev": [5.59, 8.19], "lumo_ev": [-6.2, -5.2]}

***

{"formula": "C5H10O4", "method": "wB97M-V/def2-TZVPD", "elements": ["C", "C", "O", "O", "H", "H", "H", "H", "C", "C", "C", "O", "O", "H", "H", "H", "H", "H", "H"], "xyz": [[-1.58, -0.18, 0.64], [-0.59, 0.38, -1.42], [-1.69, -1.54, 0.34], [-0.92, 1.46, -1.80], [-1.21, -2.02, 1.04], [-2.39, 0.37, 0.16], [-1.72, 0.01, 1.71], [-0.88, -0.62, -1.76], [1.58, -0.96, -1.33], [0.49, 1.57, 1.26], [0.32, 0.14, 0.86], [0.88, 0.22, -0.90], [0.75, -0.84, 1.43], [1.44, -1.10, -2.41], [2.63, -0.82, -1.09], [1.23, -1.84, -0.80], [0.14, 1.71, 2.29], [-0.05, 2.23, 0.59], [1.55, 1.82, 1.20]], "spin_multiplicity": 1, "gap_ev": 9.07, "lumo_ev": 0.6}

***

{"formula": "C5H10O4Pb", "method": "wB97M-V/def2-TZVPD", "elements": ["O", "C", "C", "O", "C", "C", "O", "C", "H", "H", "H", "H", "H", "H", "H", "H", "H", "Pb", "O", "H"], "xyz": [[0.43, -1.97, -4.09], [-0.74, -2.35, -4.53], [-1.85, -2.42, -3.76], [0.86, -2.44, -0.46], [-2.59, -0.97, -1.87], [-1.84, -0.03, -0.95], [-0.57, 0.30, -1.51], [-0.51, 1.56, -2.18], [-0.80, -2.75, -5.55], [-2.82, -2.81, -4.05], [-3.48, -1.38, -1.37], [-2.93, -0.40, -2.74], [-2.42, 0.87, -0.75], [-1.64, -0.52, 0.02], [0.20, 1.45, -3.00], [-1.50, 1.83, -2.58], [-0.16, 2.33, -1.48], [0.41, -1.49, -2.18], [-1.70, -2.01, -2.43], [0.60, -2.09, 0.39]], "spin_multiplicity": 1, "gap_ev": 6.76, "lumo_ev": 0.4}

***

One value per record, in order, for energy relative to the best compared isomer or geometry (same formula, charge and spin): 9.365, 4.556, 0.037 eV.
One value per record, in order, for E_tot: -16166.5866, -13533.3364, -18779.6065 eV.